1.
{
  "formula": "C32H83F6HfN5O20S2",
  "method": "the ωB97M-V functional and the def2-TZVPD basis",
  "largest_force_ev_per_a": 9.406,
  "charge": 2,
  "e_homo_ha": -0.4291,
  "orbital_gap_ev": 1.5,
  "total_energy_ha": -4490.390077,
  "lumo_energy_ev": -10.13,
  "symbols": ["Hf", "S", "S", "F", "F", "F", "F", "F", "F", "O", "O", "O", "O", "O", "O", "O", "O", "O", "O", "O", "O", "O", "O", "O", "O", "O", "O", "O", "O", "N", "N", "N", "N", "N", "C", "C", "C", "C", "C", "C", "C", "C", "C", "C", "C", "C", "C", "C", "C", "C", "C", "C", "C", "C", "C", "C", "C", "C", "C", "C", "C", "C", "C", "C", "C", "C", "H", "H", "H", "H", "H", "H", "H", "H", "H", "H", "H", "H", "H", "H", "H", "H", "H", "H", "H", "H", "H", "H", "H", "H", "H", "H", "H", "H", "H", "H", "H", "H", "H", "H", "H", "H", "H", "H", "H", "H", "H", "H", "H", "H", "H", "H", "H", "H", "H", "H", "H", "H", "H", "H", "H", "H", "H", "H", "H", "H", "H", "H", "H", "H", "H", "H", "H", "H", "H", "H", "H", "H", "H", "H", "H", "H", "H", "H", "H", "H", "H", "H", "H"],
  "positions_angstrom": [[0.386, 0.160, -3.953], [-2.687, 1.840, -3.174], [0.819, -0.062, -0.376], [-5.103, 1.505, -2.203], [0.067, 0.806, 1.940], [0.282, 2.383, 0.478], [-1.403, 1.076, 0.375], [-3.542, 0.554, -1.060], [-4.171, -0.265, -2.997], [-1.527, 0.822, -3.243], [-2.360, 2.975, -2.383], [2.202, -0.050, -0.040], [-8.230, 1.050, 2.117], [2.315, 1.101, -3.403], [-2.035, 10.278, 0.685], [-0.580, -1.672, -2.891], [-3.526, 0.643, 3.292], [0.162, -1.327, -0.188], [2.312, 2.958, -1.399], [1.974, -2.179, 4.327], [0.620, -3.956, -2.048], [0.526, 0.410, -1.775], [3.847, -4.967, -6.988], [4.407, -2.403, 0.193], [-3.212, 2.063, -4.480], [-2.251, -2.454, -0.553], [-0.320, 5.621, 2.213], [4.731, 0.550, -4.263], [2.210, -6.578, 5.104], [1.894, -4.288, -4.940], [0.530, -4.508, 4.187], [-5.523, 2.120, 2.299], [4.200, -1.823, -2.578], [-1.875, 8.095, 2.693], [-8.445, 1.149, 3.512], [-6.391, 2.258, 1.149], [3.192, -3.724, -6.955], [-7.848, 2.271, 1.523], [-1.217, 5.788, 3.292], [0.929, -6.866, 4.594], [4.076, -3.153, -1.980], [5.118, -1.853, -3.692], [-4.154, 2.542, 2.057], [0.674, -2.087, 3.795], [-3.979, 0.840, -2.268], [-2.342, 6.757, 2.995], [5.793, 1.043, -3.451], [0.405, -4.444, -0.718], [3.233, -6.670, 4.148], [5.250, -4.842, -7.041], [1.820, -3.917, -6.367], [0.430, -5.829, 3.597], [-2.830, 0.005, 4.335], [-0.115, 1.144, 0.678], [4.829, -0.786, -4.716], [0.590, -4.664, -4.451], [3.963, -2.257, 1.510], [-1.479, 11.502, 0.242], [0.567, -5.032, -2.967], [-3.270, 2.025, 3.179], [2.451, -1.016, 4.949], [3.467, -3.073, -0.616], [-2.525, 10.367, 2.013], [0.271, -3.428, 3.253], [-2.994, 8.977, 2.363], [-0.871, 5.125, 1.025], [5.103, -2.768, -4.284], [0.592, -1.348, 2.986], [-3.067, 6.739, 3.819], [-3.608, 9.005, 3.268], [-0.330, -5.651, -2.861], [-3.389, 0.091, 5.277], [0.720, -3.655, -0.049], [2.425, -0.167, 4.245], [-5.465, 1.155, 2.611], [-0.616, 6.116, 4.136], [-0.568, 11.734, 0.805], [1.676, 3.663, -1.583], [3.208, -7.610, 3.588], [-1.511, -1.924, -2.710], [1.116, -5.866, 2.731], [3.261, -4.067, -0.192], [-1.634, 5.770, 0.576], [6.720, 1.103, -4.024], [-1.279, 7.986, 1.874], [5.693, -4.362, -6.163], [3.190, -5.837, 3.422], [2.517, -2.530, -0.564], [1.248, -2.993, -6.507], [3.070, -1.621, 1.580], [3.284, 0.946, -3.683], [-8.148, 3.142, 2.114], [0.247, -6.950, 5.438], [-2.690, -1.073, 4.239], [-3.805, 2.045, 1.135], [1.795, -0.722, 5.779], [-3.548, 2.548, 4.107], [3.022, 3.388, -0.904], [-2.203, 2.221, 3.011], [4.444, -1.115, -1.896], [-0.584, -6.106, 3.308], [-3.381, 11.053, 2.077], [-2.901, -2.433, 0.158], [-7.483, 1.224, 4.033], [-9.060, 2.012, 3.781], [6.013, 0.358, -2.623], [-1.449, -2.027, -0.198], [3.473, -1.156, 5.281], [3.916, -1.043, -5.259], [0.666, -3.610, 2.237], [-1.171, 11.385, -0.794], [5.719, -5.819, -7.130], [0.033, -1.775, 4.632], [0.945, -7.845, 4.092], [5.631, -0.824, -5.468], [-1.837, 0.451, 4.459], [3.076, -3.298, -7.964], [-6.067, 3.158, 0.617], [-0.038, 4.997, 0.338], [-1.746, 10.717, 2.700], [-0.007, -2.402, -2.457], [-4.109, 3.630, 1.995], [2.549, -5.067, -4.939], [3.679, -3.229, 1.934], [-0.654, -4.676, -0.579], [5.044, -3.668, -1.925], [-0.825, -3.385, 3.162], [1.490, -4.361, 4.492], [-3.605, 8.614, 1.524], [2.346, 1.751, -2.617], [-1.359, 4.160, 1.228], [-8.960, 0.262, 3.875], [-2.236, 12.285, 0.336], [0.228, -5.554, -4.987], [-8.467, 2.390, 0.624], [5.504, 1.981, -2.988], [1.357, -4.749, -6.916], [3.442, -3.752, -2.644], [-0.187, -3.910, -4.624], [-6.218, 1.454, 0.412], [-2.997, 6.337, 2.199], [-1.705, 4.834, 3.558], [6.158, -1.795, -3.338], [3.783, -2.992, -6.397], [4.189, -6.494, 4.637], [0.930, -5.374, -0.482], [1.464, -5.653, -2.850], [5.503, -4.277, -7.946], [4.700, -1.796, 2.162]],
  "lowdin_charge": [2.28, 0.59, 0.60, 0.21, 0.18, 0.16, 0.16, 0.16, 0.15, -0.47, -0.22, -0.21, -0.18, -0.17, -0.20, -0.13, -0.20, -0.27, -0.02, -0.20, -0.23, -0.45, -0.17, -0.17, -0.23, -0.05, -0.18, -0.23, -0.18, -0.05, -0.04, -0.04, -0.01, -0.04, -0.11, -0.21, -0.25, -0.23, -0.21, -0.22, -0.18, -0.22, -0.21, -0.23, -0.67, -0.25, -0.04, -0.08, -0.12, -0.09, -0.21, -0.22, -0.10, -0.66, -0.21, -0.23, -0.10, -0.11, -0.20, -0.23, -0.10, -0.23, -0.23, -0.22, -0.22, -0.12, 0.11, 0.10, 0.13, 0.12, 0.14, 0.10, 0.05, 0.08, 0.11, 0.13, 0.09, 0.08, 0.09, 0.11, 0.10, 0.13, 0.09, 0.11, 0.11, 0.08, 0.07, 0.09, 0.10, 0.07, 0.07, 0.12, 0.13, 0.08, 0.10, 0.10, 0.13, 0.10, 0.10, 0.11, 0.12, 0.13, 0.06, 0.08, 0.09, 0.09, -0.01, 0.09, 0.10, 0.10, 0.08, 0.10, 0.13, 0.12, 0.14, 0.08, 0.14, 0.12, 0.07, 0.13, 0.09, 0.12, 0.12, 0.09, 0.10, 0.14, 0.12, 0.10, 0.12, 0.07, 0.07, 0.09, 0.09, 0.13, 0.12, 0.10, 0.13, 0.10, 0.11, 0.11, 0.11, 0.11, 0.14, 0.09, 0.09, 0.11, 0.14, 0.10, 0.10]
}


2.
{
  "formula": "C10H34O7",
  "method": "the ωB97M-V functional and the def2-TZVPD basis",
  "spin_multiplicity": 2,
  "largest_force_ev_per_a": 2.779,
  "charge": 1,
  "e_homo_ha": [-0.4466, -0.4466],
  "de_lowest_kcal_mol": 28.5,
  "orbital_gap_ev": [9.6, 2.5],
  "s_squared": 0.755,
  "total_energy_ha": -927.583373,
  "lumo_energy_ev": [-2.60, -9.67],
  "symbols": ["O", "O", "O", "O", "O", "O", "O", "C", "C", "C", "C", "C", "C", "C", "C", "C", "C", "H", "H", "H", "H", "H", "H", "H", "H", "H", "H", "H", "H", "H", "H", "H", "H", "H", "H", "H", "H", "H", "H", "H", "H", "H", "H", "H", "H", "H", "H", "H", "H", "H", "H"],
  "positions_angstrom": [[4.038, -0.846, -0.733], [3.019, 0.252, 5.183], [2.452, -2.847, -0.022], [-3.473, 1.144, -0.019], [1.852, 3.945, -1.256], [-1.581, -3.472, -2.225], [-1.949, -1.192, -0.745], [0.064, -0.280, 0.034], [1.991, 0.226, 4.184], [0.844, 3.211, -2.021], [-0.426, 3.323, -1.192], [-3.979, 2.730, 1.599], [-2.773, -3.246, -2.952], [3.731, 0.321, 0.024], [1.854, -3.608, -1.068], [-1.094, -1.292, 0.372], [-3.188, 1.461, 1.316], [-2.996, 0.350, -0.272], [-3.008, -2.243, -3.311], [3.750, -0.264, 4.835], [4.554, 1.036, 0.024], [1.693, -0.808, 4.012], [4.252, -0.509, -1.606], [-3.986, 2.987, 2.658], [-2.134, 1.691, 1.471], [-0.789, 4.346, -1.094], [-0.428, 0.658, -0.224], [1.806, 3.749, -0.317], [2.348, 0.560, 3.210], [1.203, 2.188, -2.131], [-3.522, 3.585, 1.100], [1.083, 0.756, 4.472], [2.936, -2.069, -0.310], [0.738, 3.639, -3.018], [0.603, -0.539, -0.878], [1.783, -4.663, -0.804], [-3.642, -3.503, -2.346], [-2.608, -3.857, -3.839], [-1.525, -4.420, -2.079], [-0.723, -2.314, 0.443], [2.868, 0.826, -0.410], [-1.720, -1.869, -1.386], [-1.211, 2.659, -1.554], [-3.501, 0.641, 1.963], [-5.000, 2.513, 1.284], [-1.609, -1.136, 1.320], [0.868, -3.239, -1.351], [0.820, -0.075, 0.792], [2.393, -3.483, -2.007], [-0.241, 2.921, -0.195], [3.562, 0.058, 1.068]],
  "lowdin_spin": [0.00, 0.00, 0.00, 0.56, 0.00, 0.00, 0.15, 0.02, 0.00, 0.00, 0.00, 0.01, 0.00, 0.00, 0.00, 0.02, 0.11, 0.00, 0.00, 0.00, 0.00, 0.00, 0.00, 0.00, 0.05, 0.00, 0.00, 0.00, 0.00, 0.00, 0.00, 0.00, 0.00, 0.00, 0.00, 0.00, 0.00, 0.00, 0.00, 0.00, 0.00, 0.00, 0.00, 0.05, 0.00, 0.00, 0.00, 0.00, 0.00, 0.00, 0.00]
}


3.
{
  "formula": "C19H20N2O4S",
  "method": "the ωB97M-V functional and the def2-TZVPD basis",
  "largest_force_ev_per_a": 0.729,
  "e_homo_ha": -0.3029,
  "de_lowest_kcal_mol": 17.0,
  "orbital_gap_ev": 8.6,
  "total_energy_ha": -1544.710003,
  "lumo_energy_ev": 0.34,
  "symbols": ["S", "O", "O", "O", "O", "N", "N", "C", "C", "C", "C", "C", "C", "C", "C", "C", "C", "C", "C", "C", "C", "C", "C", "C", "C", "C", "H", "H", "H", "H", "H", "H", "H", "H", "H", "H", "H", "H", "H", "H", "H", "H", "H", "H", "H", "H"],
  "positions_angstrom": [[0.922, 1.650, 3.573], [-2.681, 1.027, -0.919], [-3.467, 2.249, -2.632], [-4.849, -1.646, 0.133], [0.921, 1.394, -1.400], [-0.889, 2.833, 1.953], [-0.708, 2.605, -0.374], [-3.994, -3.624, 1.336], [0.967, 1.599, 0.979], [3.093, 0.215, 0.520], [5.003, -1.001, -1.125], [-5.011, -2.489, 1.256], [2.108, 0.848, 1.401], [-3.709, -0.825, 0.174], [-1.303, 3.054, 0.757], [6.016, -1.643, -2.024], [-3.827, 0.181, -0.964], [3.494, -1.097, 0.750], [4.607, 0.315, -1.343], [-1.341, 2.821, -1.652], [0.236, 2.094, 2.055], [3.666, 0.919, -0.535], [-2.626, 2.015, -1.810], [2.185, 0.797, 2.759], [4.435, -1.696, -0.067], [0.464, 1.810, -0.357], [6.301, -2.624, -1.653], [3.052, -1.654, 1.564], [-4.976, -1.890, 2.180], [2.943, 0.314, 3.344], [6.908, -1.023, -2.098], [-0.633, 2.478, -2.418], [-3.972, -4.167, 0.394], [-3.650, -0.289, 1.134], [-2.785, -1.405, 0.045], [5.045, 0.871, -2.160], [3.378, 1.942, -0.716], [-3.870, -0.335, -1.928], [-6.017, -2.899, 1.141], [-4.736, 0.781, -0.857], [-2.997, -3.246, 1.547], [-1.562, 3.879, -1.816], [-2.199, 3.646, 0.632], [5.607, -1.758, -3.027], [4.729, -2.719, 0.121], [-4.278, -4.308, 2.130]],
  "lowdin_charge": [1.08, 0.01, 0.13, -0.15, 0.09, 0.08, 0.02, -0.08, -0.10, -0.18, -0.28, -0.27, -0.22, -0.20, -0.13, -0.05, -0.12, -0.02, -0.03, -0.02, -0.54, -0.02, -0.47, -0.34, -0.04, -0.34, 0.07, 0.11, 0.12, 0.08, 0.08, 0.14, 0.08, 0.14, 0.13, 0.11, 0.12, 0.14, 0.12, 0.14, 0.07, 0.15, 0.15, 0.08, 0.11, 0.07]
}


4.
{
  "formula": "C22H32AsN2O2SbV",
  "method": "the ωB97M-V functional and the def2-TZVPD basis",
  "spin_multiplicity": 3,
  "largest_force_ev_per_a": 5.508,
  "charge": 1,
  "e_homo_ha": [-0.3769, -0.3775],
  "de_lowest_kcal_mol": 0.0,
  "orbital_gap_ev": [6.8, 6.6],
  "s_squared": 2.026,
  "total_energy_ha": -4537.307951,
  "lumo_energy_ev": [-3.49, -3.70],
  "symbols": ["Sb", "As", "V", "O", "O", "N", "N", "C", "C", "C", "C", "C", "C", "C", "C", "C", "C", "C", "C", "C", "C", "C", "C", "C", "C", "C", "C", "C", "C", "H", "H", "H", "H", "H", "H", "H", "H", "H", "H", "H", "H", "H", "H", "H", "H", "H", "H", "H", "H", "H", "H", "H", "H", "H", "H", "H", "H", "H", "H", "H", "H"],
  "positions_angstrom": [[-8.591, -7.168, 11.654], [-4.056, -11.595, 10.315], [-6.463, -10.552, 10.746], [-5.421, -8.896, 10.381], [-6.608, -10.251, 12.654], [-7.376, -12.230, 10.705], [-7.229, -10.362, 9.071], [-9.563, -5.241, 11.370], [-6.953, -6.934, 7.699], [-5.375, -5.587, 8.848], [-6.279, -5.714, 7.801], [-8.008, -11.599, 8.518], [-8.285, -13.212, 14.112], [-7.390, -9.251, 8.356], [-2.759, -10.559, 9.287], [-6.679, -11.024, 14.860], [-7.749, -12.366, 13.093], [-7.016, -11.158, 13.510], [-7.863, -12.825, 11.771], [-5.731, -7.903, 9.582], [-7.318, -11.841, 15.783], [-8.108, -12.888, 15.418], [-7.616, -12.811, 9.367], [-9.923, -7.995, 13.095], [-4.174, -13.404, 9.505], [-2.945, -11.961, 11.952], [-6.678, -8.068, 8.536], [-7.033, -6.911, 13.154], [-5.107, -6.609, 9.722], [-6.557, -4.823, 7.290], [-6.836, -13.425, 8.915], [-7.341, -6.206, 13.950], [-10.531, -7.167, 13.542], [-1.904, -11.879, 11.595], [-4.671, -14.076, 10.243], [-9.068, -11.413, 8.608], [-5.920, -10.288, 15.072], [-6.770, -7.867, 13.590], [-8.850, -14.073, 13.807], [-4.711, -13.258, 8.537], [-3.259, -12.932, 12.348], [-2.148, -11.204, 8.675], [-8.543, -13.493, 16.258], [-9.108, -4.636, 10.560], [-4.925, -4.635, 9.042], [-6.194, -6.445, 12.623], [-2.177, -9.942, 9.995], [-7.771, -11.683, 7.441], [-8.049, -9.267, 7.499], [-10.692, -8.680, 12.646], [-10.605, -5.371, 11.118], [-9.501, -4.668, 12.318], [-3.154, -13.712, 9.370], [-3.321, -9.880, 8.655], [-7.787, -7.034, 7.044], [-8.511, -13.502, 9.415], [-9.457, -8.573, 13.923], [-7.130, -11.675, 16.856], [-3.111, -11.162, 12.649], [-4.524, -6.368, 10.601], [-8.504, -13.707, 11.605]],
  "lowdin_spin": [0.00, -0.01, 1.86, 0.00, 0.01, -0.01, -0.01, 0.00, 0.01, 0.01, 0.00, 0.01, 0.01, 0.03, -0.01, 0.00, 0.00, 0.02, 0.05, 0.01, 0.02, 0.00, 0.00, 0.00, 0.00, 0.00, 0.00, 0.00, 0.00, 0.00, 0.00, 0.00, 0.00, 0.00, 0.00, 0.00, 0.00, 0.00, 0.00, 0.00, 0.00, 0.00, 0.00, 0.00, 0.00, 0.00, 0.00, 0.00, 0.00, 0.00, 0.00, 0.00, 0.00, 0.00, 0.00, 0.00, 0.00, 0.00, 0.00, 0.00, 0.00]
}